(1)
7 unconnected molecules or ions with the total composition C37H65BrN8O9. Source: the OMol25 dataset; level of theory: wB97M-V/def2-TZVPD.

Summary:
- strongest force on any atom (eV/A) = 3.67
- LUMO level (eV) = 0.18
- HOMO (eV) = -8.6
- orbital gap (eV) = 8.8

Cartesian coordinates (Å):
C1 -2.7755 0.9942 0.9654
C2 -3.7702 0.7195 -0.2146
C3 -3.3356 1.4021 -1.5340
N1 -2.5356 0.5599 -2.4733
C4 -1.7846 -0.4555 -1.9002
C5 -0.5239 -0.2181 -1.3054
C6 -0.0688 1.2406 -1.3039
C7 0.3375 1.6600 -2.7343
C8 0.7613 0.7330 -3.6751
C9 1.0996 1.1713 -4.9567
C10 1.0261 2.5220 -5.2563
C11 0.6076 3.4516 -4.3148
C12 0.2453 3.0119 -3.0507
C13 0.2458 -1.2477 -0.7542
C14 1.6044 -0.9952 -0.1151
C15 1.8159 -1.6086 1.3044
C16 0.5220 -1.8268 2.1063
Br1 2.9493 -3.2322 1.2280
C17 -0.3136 -2.5467 -0.8414
O1 0.3512 -3.6452 -0.3804
C18 -1.5473 -2.7238 -1.4023
N2 -2.2513 -1.7077 -1.9058
C19 -3.5975 -2.0794 -2.5033
O2 -3.6405 -1.9551 -3.7413
O3 -4.4946 -2.4697 -1.7600
H1 -2.0280 0.2006 1.0871
H2 -3.3492 1.1357 1.8908
H3 -2.3030 1.9584 0.7288
H4 -4.7032 1.2247 0.0915
H5 -4.0231 -0.3454 -0.3167
H6 -4.2607 1.6609 -2.0706
H7 -2.8155 2.3544 -1.3515
H8 -3.0824 0.2284 -3.2615
H9 -0.8821 1.9076 -0.9888
H10 0.7702 1.4168 -0.6207
H11 0.8216 -0.3347 -3.4637
H12 1.4130 0.4356 -5.6965
H13 1.3147 2.8149 -6.2689
H14 0.5557 4.5004 -4.6100
H15 -0.1135 3.7191 -2.2996
H16 1.8617 0.0660 -0.0355
H17 2.3665 -1.4350 -0.7834
H18 2.4257 -0.8835 1.8549
H19 -0.2775 -1.1219 1.8394
H20 0.6854 -1.7669 3.1884
H21 0.1682 -2.8399 1.9046
H22 0.2425 -4.3899 -0.9832
H23 -1.9430 -3.7399 -1.4331
C20 3.5502 1.3310 2.1535
O4 2.3494 1.5269 2.1302
N3 4.4652 2.0859 1.5221
C21 5.8825 1.7929 1.5866
C22 4.0084 3.2342 0.7490
H24 3.9952 0.4880 2.7106
H25 6.4112 2.6423 2.0235
H26 6.2635 1.6130 0.5790
H27 6.0644 0.9103 2.1974
H28 3.4728 3.9200 1.4009
H29 3.3269 2.8910 -0.0332
H30 4.8525 3.7465 0.2978
C23 -2.3186 -4.3050 3.2763
O5 -1.4123 -3.4979 3.1623
N4 -2.1565 -5.6398 3.3062
C24 -3.2748 -6.5529 3.4404
C25 -0.8124 -6.1812 3.1990
H31 -3.3721 -3.9920 3.3629
H32 -3.1475 -7.1541 4.3432
H33 -3.3113 -7.2133 2.5719
H34 -4.2118 -6.0033 3.5089
H35 -0.2007 -5.8002 4.0192
H36 -0.3657 -5.8598 2.2576
H37 -0.8406 -7.2670 3.2355
C26 -7.0016 0.9001 -1.8327
O6 -7.2175 2.0149 -1.3893
N5 -7.9266 0.0785 -2.3552
C27 -7.5735 -1.2350 -2.8596
C28 -9.3077 0.5196 -2.4132
H38 -5.9912 0.4602 -1.8380
H39 -7.8347 -1.3016 -3.9181
H40 -8.1247 -1.9959 -2.3032
H41 -6.5052 -1.4140 -2.7426
H42 -9.3751 1.4323 -3.0078
H43 -9.6639 0.7388 -1.4052
H44 -9.9286 -0.2536 -2.8598
C29 5.9941 5.7394 1.8932
O7 4.7896 5.9040 1.8721
N6 6.8919 6.5159 1.2575
C30 8.3182 6.2619 1.3252
C31 6.4116 7.6456 0.4788
H45 6.4600 4.9115 2.4549
H46 8.8225 7.1282 1.7579
H47 8.7055 6.0868 0.3194
H48 8.5231 5.3882 1.9414
H49 5.8566 8.3249 1.1269
H50 5.7398 7.2898 -0.3034
H51 7.2490 8.1732 0.0285
C32 0.9922 -9.0114 1.1732
O8 -0.2050 -8.7963 1.1602
N7 1.9208 -8.2481 0.5632
C33 3.3358 -8.5593 0.6189
C34 1.4856 -7.0749 -0.1731
H52 1.4237 -9.8763 1.7043
H53 3.8735 -7.7288 1.0810
H54 3.7154 -8.7137 -0.3934
H55 3.5067 -9.4615 1.2032
H56 0.9583 -6.3999 0.5029
H57 0.7994 -7.3799 -0.9665
H58 2.3411 -6.5615 -0.6064
C35 -1.2330 5.6911 -0.0046
O9 -1.7255 4.8582 -0.7474
N8 -0.4559 5.4089 1.0551
C36 0.1087 6.4400 1.9039
C37 -0.1779 4.0150 1.3496
H59 -1.3914 6.7719 -0.1537
H60 1.1985 6.3695 1.8875
H61 -0.2445 6.3021 2.9279
H62 -0.1884 7.4278 1.5559
H63 0.3176 3.5572 0.4925
H64 -1.1160 3.4912 1.5284
H65 0.4599 3.9290 2.2259

(2)
A molecular structure, C28H58DyN6OP. Source: the OMol25 dataset; level of theory: wB97M-V/def2-TZVPD.

Summary:
- strongest force on any atom (eV/A) = 1.13
- multiplicity = 6
- ΔE to the lowest compared entry with this formula, charge and spin (kJ/mol) = 0.0
- <S²> = 9.04
- LUMO level (alpha / beta) (eV) = -5.60 / -4.87
- net charge = +2
- HOMO (alpha / beta) (eV) = -13.3 / -13.4
- orbital gap (alpha / beta) (eV) = 7.7 / 8.5

Cartesian coordinates (Å):
Dy1 -0.1658 -0.0354 -0.0029
C1 -0.3634 -3.4444 -1.7233
C2 1.0820 -2.9706 -1.7905
N1 1.4484 -1.8520 -0.8708
C3 2.1184 -2.3243 0.3779
C4 1.1561 -2.8690 1.4058
N2 0.1649 -1.8641 1.8694
C5 -0.9677 -2.5719 2.5239
C6 -1.9949 -1.7025 3.2499
C7 -2.3571 -0.3364 2.6749
N3 -2.4112 -0.2552 1.1964
C8 -3.4591 -1.0862 0.5583
C9 -2.8947 -2.0882 -0.4285
N4 -1.8858 -1.4783 -1.3189
C10 -1.3799 -2.4684 -2.3053
H1 -0.6391 -3.7046 -0.6964
H2 -0.4195 -4.3775 -2.2862
H3 1.2870 -2.6293 -2.8053
H4 1.7527 -3.8103 -1.6010
H5 2.1604 -1.3261 -1.3581
H6 2.6678 -1.4863 0.7957
H7 2.8419 -3.1073 0.1458
H8 1.7271 -3.2716 2.2425
H9 0.6029 -3.7072 0.9884
H10 0.6184 -1.3002 2.5828
H11 -0.5772 -3.2961 3.2391
H12 -1.4519 -3.1581 1.7453
H13 -1.6656 -1.5225 4.2768
H14 -2.8945 -2.3157 3.3455
H15 -1.6325 0.4017 2.9974
H16 -3.3170 -0.0414 3.0975
H17 -2.6309 0.7110 0.9849
H18 -4.1658 -0.4339 0.0502
H19 -4.0251 -1.6269 1.3168
H20 -3.7138 -2.5055 -1.0180
H21 -2.4306 -2.9204 0.0925
H22 -2.3716 -0.7696 -1.8589
H23 -0.9277 -1.9105 -3.1249
H24 -2.2227 -3.0181 -2.7267
O1 0.3530 1.2734 2.1894
C11 1.7090 1.3725 2.6303
C12 2.6472 1.5851 1.4766
C13 3.7390 2.4214 1.6019
C14 4.6115 2.5587 0.5335
C15 4.3513 1.8539 -0.6283
C16 3.2252 1.0535 -0.6702
N5 2.3746 0.9073 0.3533
H25 0.0432 2.1481 1.9241
H26 1.9390 0.4356 3.1323
H27 1.8089 2.1639 3.3657
H28 3.9060 2.9563 2.5301
H29 5.4758 3.2112 0.6063
H30 4.9978 1.9259 -1.4943
H31 3.0022 0.5074 -1.5801
C17 -3.4779 3.7128 -3.2553
C18 -2.9750 3.0627 -1.9605
C19 -3.5842 1.6505 -1.8450
C20 -3.5295 3.8176 -0.7349
P1 -1.1009 2.9675 -1.7759
N6 -0.7340 1.9125 -0.6505
C21 -0.4325 4.6595 -1.2990
C22 -0.5342 4.8388 0.2323
C23 1.0693 4.6840 -1.6303
C24 -1.0972 5.8635 -1.9853
C25 -0.3182 2.4810 -3.4192
C26 -0.3483 3.5571 -4.5128
C27 -1.0240 1.2222 -3.9488
C28 1.1487 2.0837 -3.1532
H32 -4.5528 3.8981 -3.1564
H33 -3.3492 3.0570 -4.1179
H34 -3.0042 4.6658 -3.4786
H35 -4.6502 1.7453 -1.6163
H36 -3.1107 1.1108 -1.0285
H37 -3.5064 1.0665 -2.7610
H38 -4.6127 3.6759 -0.7064
H39 -3.3514 4.8894 -0.7713
H40 -3.1165 3.4317 0.2016
H41 -0.2261 3.9333 0.7540
H42 -1.5350 5.1040 0.5670
H43 0.1355 5.6522 0.5284
H44 1.6081 3.8432 -1.1770
H45 1.4868 5.6081 -1.2209
H46 1.2644 4.6918 -2.7034
H47 -2.1450 5.9915 -1.7253
H48 -1.0181 5.8316 -3.0715
H49 -0.5750 6.7675 -1.6547
H50 -1.3459 3.7401 -4.9034
H51 0.2716 3.2175 -5.3492
H52 0.0676 4.5079 -4.1801
H53 -2.0317 1.4214 -4.3069
H54 -1.0728 0.4431 -3.1913
H55 -0.4528 0.8286 -4.7947
H56 1.8372 2.9231 -3.2320
H57 1.4603 1.3404 -3.8966
H58 1.2623 1.6536 -2.1628

(3)
A molecular structure, C48H58N6ORb. Source: the OMol25 dataset; level of theory: wB97M-V/def2-TZVPD.

Summary:
- strongest force on any atom (eV/A) = 4.53
- ΔE to the lowest compared entry with this formula, charge and spin (kJ/mol) = 262.2
- LUMO level (alpha / beta) (eV) = 1.77 / 1.75
- net charge = -1
- HOMO (alpha / beta) (eV) = -2.8 / -2.8
- orbital gap (alpha / beta) (eV) = 4.5 / 4.5

Cartesian coordinates (Å):
Rb1 -0.5723 -1.0294 1.0522
N1 0.1649 2.6070 5.3313
C1 1.4171 3.0492 5.3979
C2 2.6505 2.5088 4.7777
C3 2.5117 1.0630 4.4329
N2 1.4547 0.7874 3.3980
H1 -0.5893 3.0400 5.8412
H2 -0.0695 1.7177 4.8784
H3 1.4793 4.0273 5.8354
H4 0.7729 1.9149 0.1423
H5 3.4679 2.6293 5.5255
H6 2.8644 3.1538 3.9404
H7 2.3074 0.5197 5.3845
H8 3.4622 0.6510 4.0946
H9 1.5454 -0.1530 3.0008
H10 1.6549 1.4184 2.6253
C4 -3.1007 -4.1912 -1.5425
C5 -4.0353 -3.6654 -0.5005
C6 -5.4131 -3.5683 -0.7403
C7 -6.3377 -3.1168 0.2290
C8 -5.8475 -2.6649 1.4395
C9 -4.4660 -2.6541 1.7154
C10 -3.9241 -2.0054 2.9906
C11 -3.5408 -3.2338 0.8189
N3 -2.1984 -3.3532 1.1208
C12 -1.5598 -4.4281 1.4630
C13 -2.0830 -5.4944 2.3985
C14 -0.1581 -4.6830 0.9977
C15 0.0560 -6.1034 0.5378
N4 0.7523 -3.7322 1.0675
C16 2.0882 -4.0791 1.0139
C17 2.7711 -3.6911 -0.2238
C18 1.9873 -3.1648 -1.3982
C19 4.1503 -3.9829 -0.3140
C20 4.8293 -4.6739 0.7358
C21 4.1458 -5.0538 1.8939
C22 2.7812 -4.7426 2.0680
C23 1.9951 -5.2400 3.2437
H11 -2.8964 -3.4805 -2.3360
H12 -3.4759 -5.1380 -1.9548
H13 -2.0964 -4.4529 -1.1522
H14 -5.7486 -3.8829 -1.7216
H15 -7.3950 -3.0721 -0.0442
H16 -6.5781 -2.2184 2.1222
H17 -4.3758 -2.4148 3.9178
H18 -4.0923 -0.9218 2.9526
H19 -2.7938 -2.1139 3.1642
H20 -3.1806 -5.3538 2.5782
H21 -1.5371 -5.5270 3.3732
H22 -2.0109 -6.5010 2.0009
H23 0.2495 -6.7688 1.4112
H24 0.9392 -6.2218 -0.0859
H25 -0.7822 -6.5024 -0.0404
H26 2.3207 -2.1365 -1.5868
H27 0.9030 -3.1851 -1.1643
H28 2.2255 -3.7302 -2.3042
H29 4.8029 -3.6720 -1.1709
H30 5.9341 -4.8992 0.5590
H31 4.6082 -5.6851 2.6332
H32 2.5651 -5.0498 4.1083
H33 1.7580 -6.2906 3.2416
H34 1.0570 -4.7032 3.3585
C24 1.7575 2.0650 0.2765
C25 2.8259 2.4683 -0.2436
C26 3.9360 3.0733 -0.8124
C27 4.4561 4.3419 -0.2794
C28 5.7047 4.8850 -0.6819
C29 6.0542 6.1573 -0.1402
C30 5.1602 6.8341 0.7402
C31 3.9715 6.2095 1.1325
C32 3.6538 4.9728 0.6679
C33 4.4357 2.5394 -2.0515
C34 4.4848 1.1392 -2.2449
C35 5.0274 0.6485 -3.3899
C36 5.5348 1.4441 -4.3894
C37 5.4239 2.8509 -4.2516
C38 4.7992 3.3980 -3.1258
H35 6.3134 4.3560 -1.3855
H36 6.9622 6.6130 -0.4517
H37 5.4328 7.8073 1.0968
H38 3.3686 6.7114 1.8989
H39 2.7292 4.4953 1.0249
H40 4.1076 0.5994 -1.4191
H41 5.0429 -0.3805 -3.5541
H42 6.0064 1.0307 -5.2187
H43 5.8420 3.4759 -5.0476
H44 4.5087 4.4453 -3.0716
C39 -2.8642 2.7265 -5.2475
C40 -3.6196 3.6063 -4.2521
N5 -4.6120 2.8883 -3.5365
C41 -5.8816 2.5942 -4.2265
C42 -6.4655 1.1679 -3.9022
C43 -4.6020 2.6724 -2.1481
O1 -5.6665 2.4633 -1.5421
C44 -3.3695 2.7554 -1.3421
C45 -3.3988 3.7541 -0.3218
C46 -2.5305 3.6266 0.7420
C47 -1.5897 2.5915 0.7299
N6 -1.4417 1.7126 -0.2829
C48 -2.2355 1.8557 -1.3173
H45 -2.3224 3.3319 -5.9905
H46 -3.4868 2.1210 -5.8650
H47 -2.1245 2.1598 -4.7042
H48 -4.2307 4.3690 -4.8108
H49 -2.9455 4.1009 -3.5439
H50 -5.6713 2.7361 -5.2545
H51 -6.6134 3.3703 -3.9359
H52 -5.7040 0.4654 -3.5902
H53 -6.8531 0.6836 -4.8004
H54 -7.2073 1.1985 -3.0914
H55 -4.1232 4.5703 -0.3895
H56 -2.7356 4.2816 1.6237
H57 -0.9078 2.4054 1.5405
H58 -2.1512 1.1499 -2.1523